No. 1
A cluster of 10 separate species, C32H90N6O10 in total at a distorted geometry, computed with ωB97M-V/def2-TZVPD.

Positions of all 138 atoms, in Å:
C (-5.9659, 1.5713, -4.6274)
O (-4.6538, 1.4834, -4.0891)
C (-3.9350, 0.3329, -4.6003)
C (-2.4842, 0.1815, -3.8851)
C (-1.7275, -1.0780, -4.3796)
N (-2.6177, -0.0380, -2.4275)
H (-6.6055, 0.8721, -4.0889)
H (-5.9771, 1.4411, -5.7095)
H (-6.4368, 2.5321, -4.4193)
H (-4.4610, -0.5883, -4.3497)
H (-3.7986, 0.4353, -5.6769)
H (-1.9197, 1.0828, -4.1240)
H (-2.3128, -1.9958, -4.3245)
H (-0.8011, -1.2210, -3.8233)
H (-1.4446, -0.7689, -5.3859)
H (-3.2122, 0.7278, -2.1442)
H (-3.1094, -0.9005, -2.2421)
C (4.8683, 0.6260, -1.1400)
O (5.3961, -0.3483, -0.2425)
C (4.5479, -1.4942, -0.1827)
C (4.8842, -2.4173, 0.9468)
C (6.3944, -2.8064, 0.8527)
N (4.1684, -3.6643, 0.7052)
H (4.0148, 1.1849, -0.7564)
H (4.6743, 0.3246, -2.1693)
H (5.6036, 1.3612, -1.4668)
H (3.4933, -1.2321, -0.0986)
H (4.6778, -1.9721, -1.1538)
H (4.5277, -2.0267, 1.9000)
H (6.7410, -3.4313, 1.6758)
H (7.0416, -1.9306, 0.8066)
H (6.6052, -3.4138, -0.0274)
H (3.7169, -3.9174, 1.5726)
H (4.8357, -4.4111, 0.5746)
C (1.4170, 7.2496, -4.1185)
O (2.0405, 6.8667, -2.8873)
C (1.8797, 5.5086, -2.5755)
C (2.8858, 5.0613, -1.5481)
C (3.0353, 3.5588, -1.5056)
N (2.4502, 5.6585, -0.2979)
H (0.3907, 6.8878, -4.1828)
H (1.9191, 6.9262, -5.0303)
H (1.3214, 8.3122, -4.3414)
H (0.8653, 5.3795, -2.1979)
H (2.0427, 4.8443, -3.4242)
H (3.8734, 5.4470, -1.8008)
H (3.5439, 3.0936, -2.3500)
H (2.0788, 3.1138, -1.2316)
H (3.6501, 3.3616, -0.6275)
H (1.5912, 5.2130, -0.0086)
H (3.1007, 5.2046, 0.3273)
C (-3.0991, 1.4873, 2.8707)
O (-3.9931, 1.7843, 1.8426)
C (-4.3762, 0.5947, 1.0257)
C (-5.3220, 0.8575, -0.1583)
C (-6.0246, -0.3965, -0.7224)
N (-4.5719, 1.5106, -1.2059)
H (-3.2387, 0.8754, 3.7619)
H (-2.5511, 2.3425, 3.2662)
H (-2.2615, 0.9171, 2.4690)
H (-3.5556, -0.0220, 0.6589)
H (-4.9792, -0.0507, 1.6644)
H (-6.0698, 1.5581, 0.2132)
H (-6.6364, -0.8241, 0.0718)
H (-5.2994, -1.1856, -0.9211)
H (-6.4729, -0.2222, -1.7006)
H (-4.4103, 2.4447, -0.8575)
H (-4.9432, 1.5093, -2.1452)
C (-1.3384, -5.9121, -2.1612)
O (-0.8906, -4.7284, -1.4856)
C (0.4125, -4.2150, -1.8599)
C (1.5324, -5.3152, -1.6077)
C (1.6040, -5.9304, -0.1746)
N (2.8140, -4.6887, -1.6223)
H (-0.7050, -6.7976, -2.2143)
H (-1.3510, -5.5373, -3.1846)
H (-2.3531, -6.0677, -1.7947)
H (0.3994, -3.8313, -2.8800)
H (0.5475, -3.2984, -1.2856)
H (1.3524, -6.1660, -2.2648)
H (0.7773, -6.6102, 0.0317)
H (1.6403, -5.2270, 0.6573)
H (2.3990, -6.6754, -0.1426)
H (3.5116, -5.4159, -1.5528)
H (2.8984, -4.0668, -0.8310)
C (1.6911, 0.6934, 6.9288)
O (2.3744, 1.6574, 6.1158)
C (2.6002, 1.2130, 4.7735)
C (2.8976, 2.3919, 3.9015)
C (3.1344, 1.9985, 2.4184)
N (3.8900, 3.3395, 4.4395)
H (0.7707, 0.5078, 6.3751)
H (1.3530, 1.1529, 7.8575)
H (2.2389, -0.2380, 7.0718)
H (3.3796, 0.4511, 4.7709)
H (1.6365, 0.7426, 4.5783)
H (2.0907, 3.1158, 3.7876)
H (3.8596, 1.2013, 2.2550)
H (3.3052, 2.8736, 1.7914)
H (2.2999, 1.4178, 2.0254)
H (4.7800, 2.8752, 4.3281)
H (3.9239, 4.0176, 3.6918)
C (0.1687, -0.3855, 0.6321)
C (0.8221, 0.2856, -0.5830)
O (-0.2371, 1.1056, -1.1562)
H (-0.1864, 0.2021, 1.4786)
H (0.8320, -1.0705, 1.1601)
H (-0.7268, -0.8346, 0.2023)
H (1.1528, -0.5005, -1.2618)
H (1.6903, 0.8763, -0.2906)
H (-0.9102, 0.5578, -1.5666)
C (-1.9737, 3.8906, -1.5425)
C (-1.4635, 4.2100, -0.1855)
O (-0.0978, 3.8188, -0.0613)
H (-1.6863, 4.5209, -2.3841)
H (-3.0605, 3.9738, -1.5354)
H (-1.8695, 2.8358, -1.7967)
H (-1.9803, 3.6905, 0.6214)
H (-1.4543, 5.2758, 0.0427)
H (-0.0857, 2.9596, -0.4893)
C (-1.7072, -2.6477, 4.7579)
C (-0.8519, -1.3598, 4.7905)
O (0.3861, -1.7273, 5.4990)
H (-1.2531, -3.2227, 3.9509)
H (-2.6924, -2.2452, 4.5219)
H (-1.7073, -3.0581, 5.7677)
H (-1.2828, -0.5091, 5.3185)
H (-0.5862, -0.7941, 3.8975)
H (0.0817, -2.0142, 6.3631)
C (-2.7285, -4.8081, 1.2315)
C (-2.6799, -3.2786, 0.9674)
O (-2.8047, -3.1442, -0.4835)
H (-1.8735, -5.3576, 0.8378)
H (-3.5035, -5.2851, 0.6314)
H (-2.8257, -5.0829, 2.2819)
H (-1.7667, -2.8038, 1.3263)
H (-3.4939, -2.7161, 1.4245)
H (-2.1299, -3.6541, -0.9376)

Calculated values
- SMILES string: COC[C@H](C)N.COC[C@H](C)N.COC[C@H](C)N.COC[C@H](C)N.COC[C@H](C)N.COC[C@H](C)N.CCO.CCO.CCO.CCO
- Charge: 0
- HOMO-LUMO gap: 9.17 eV

No. 2
A structure of composition C4H6N2O at a distorted geometry, computed with ωB97M-V/def2-TZVPD.

Positions of all 13 atoms, in Å:
N (-1.0150, 1.0699, -0.3473)
C (-0.9754, -0.0807, 0.7481)
C (-0.1525, -1.1672, 0.1462)
O (-0.5366, -2.4381, 0.1526)
N (0.9866, -0.7914, -0.3539)
C (1.1336, 0.6954, -0.3951)
C (0.0216, 1.0914, 0.6245)
H (0.0036, 1.0030, -1.2423)
H (-1.8831, 1.5583, -0.2931)
H (-1.4097, -2.3974, 0.5881)
H (1.5943, -1.4106, -0.8683)
H (2.1655, 0.9513, -0.0910)
H (0.0672, 1.9162, 1.3315)

Calculated values
- Charge: 0
- HOMO-LUMO gap: 8.05 eV

No. 3
An isolated molecule of CH4NP at a distorted geometry, computed with ωB97M-V/def2-TZVPD.

Positions of all 7 atoms, in Å:
C (0.6044, -0.3321, 0.0462)
N (-1.7863, 0.7756, 0.0264)
P (-1.3161, -0.7071, -0.0563)
H (1.0420, -0.6880, -0.9950)
H (0.9065, 0.7831, -0.0427)
H (1.3135, -0.7140, 0.8687)
H (-2.7349, 0.9250, 0.3586)

Calculated values
- Charge: 0
- HOMO-LUMO gap (alpha / beta): 8.07 / 8.29 eV
- Spin multiplicity: 3

No. 4
A structure of composition C26H47Cl2PRh at a distorted geometry, computed with ωB97M-V/def2-TZVPD.

Positions of all 77 atoms, in Å:
Rh (-0.8246, 2.2229, 0.9017)
P (-0.4914, -0.1551, -0.0118)
Cl (-3.0941, 1.7997, 0.4807)
C (-0.0255, 0.2607, 2.1890)
H (0.4998, -0.0294, 3.1525)
H (-1.0376, 0.0882, 2.7018)
C (-1.0625, 0.4709, -1.7202)
C (-1.7597, -1.4094, 0.5312)
C (-0.8734, -0.3999, -2.9675)
H (-2.1424, 0.5970, -1.5450)
C (-1.5796, 0.2459, -4.1715)
H (0.1967, -0.4999, -3.2004)
H (-1.2673, -1.4167, -2.8265)
C (-1.1516, 1.7007, -4.4154)
H (-1.3953, -0.3527, -5.0736)
H (-2.6638, 0.2247, -3.9906)
C (-1.1880, 2.5473, -3.1408)
H (-0.1311, 1.7148, -4.8217)
H (-1.7977, 2.1529, -5.1770)
C (-0.4687, 1.8557, -1.9728)
H (-0.7267, 3.5263, -3.3222)
H (-2.2292, 2.7315, -2.8410)
H (0.5981, 1.7470, -2.2191)
H (-0.5503, 2.5070, -1.0709)
C (1.0283, -1.2158, -0.3753)
C (-1.1738, -2.3969, 1.5510)
H (-2.4811, -0.7466, 1.0367)
C (-2.2914, -3.1899, 2.2275)
H (-0.4711, -3.0948, 1.0743)
H (-0.5835, -1.8717, 2.3084)
C (-3.1622, -3.9354, 1.2103)
H (-1.8579, -3.8968, 2.9450)
H (-2.9219, -2.4953, 2.8006)
C (-3.6358, -3.0321, 0.0630)
H (-2.5961, -4.7827, 0.7990)
H (-4.0343, -4.3644, 1.7184)
C (-2.5189, -2.1742, -0.5527)
H (-4.0976, -3.6473, -0.7196)
H (-4.4212, -2.3604, 0.4389)
H (-1.8393, -2.8394, -1.1061)
H (-2.9552, -1.4832, -1.2849)
C (2.1420, -0.4516, -1.0974)
H (1.3565, -1.4518, 0.6502)
C (3.4543, -1.2468, -1.1279)
H (1.8288, -0.2267, -2.1290)
H (2.3398, 0.5056, -0.6080)
C (3.2925, -2.6398, -1.7438)
H (4.2052, -0.6744, -1.6867)
H (3.8301, -1.3461, -0.1004)
C (2.0902, -3.3927, -1.1623)
H (3.1727, -2.5427, -2.8308)
H (4.2073, -3.2212, -1.5817)
C (0.8058, -2.5520, -1.1097)
H (1.9076, -4.3020, -1.7504)
H (2.3367, -3.7242, -0.1438)
H (0.4717, -2.3577, -2.1380)
H (0.0182, -3.1506, -0.6409)
C (1.2195, 2.2056, 1.0599)
C (1.3932, 1.1113, 2.1531)
H (1.7057, 1.8105, 0.1271)
C (2.0337, 1.5939, 3.4854)
H (1.7674, 0.1505, 1.7272)
C (1.9835, 3.0354, 3.7547)
H (1.5950, 1.0514, 4.3214)
H (3.0496, 1.2107, 3.3844)
C (2.5786, 3.8525, 2.6277)
H (0.9731, 3.3631, 3.9779)
H (2.5684, 3.1969, 4.6463)
C (1.9382, 3.6019, 1.2935)
H (2.4921, 4.9111, 2.8415)
H (3.6520, 3.6616, 2.5523)
H (1.2214, 4.3823, 1.0013)
H (2.7121, 3.6345, 0.5022)
Cl (-1.5387, 2.9970, 3.7694)
C (-1.1544, 3.7448, 2.1886)
H (-2.0952, 4.1604, 1.7936)
H (-0.3758, 4.4964, 2.3897)

Calculated values
- Charge: -1
- HOMO-LUMO gap (alpha / beta): 3.20 / 6.74 eV
- Spin multiplicity: 5

No. 5
The ion C4H12I2N2 with charge +2 at a distorted geometry, computed with ωB97M-V/def2-TZVPD.

Positions of all 20 atoms, in Å:
N (1.6437, 2.5086, -0.1597)
C (0.8757, 1.4644, -0.9347)
C (0.5213, 0.2069, -0.1488)
C (-0.8976, -0.2808, -0.3690)
I (-2.4454, 0.8932, 0.7946)
C (-1.1843, -1.7626, -0.1156)
N (-0.9531, -2.2578, 1.2828)
I (-0.0542, -3.0058, -1.5103)
H (1.7989, 3.4948, -0.6315)
H (2.5253, 1.9815, 0.2336)
H (0.9264, 2.7381, 0.6757)
H (-0.1079, 1.9316, -1.3072)
H (1.3657, 1.1342, -1.7868)
H (1.3416, -0.5456, -0.2390)
H (0.7329, 0.5344, 0.9099)
H (-1.1507, 0.1232, -1.3079)
H (-2.2181, -2.0587, -0.2890)
H (-0.1753, -2.9384, 1.3721)
H (-0.7124, -1.4654, 1.8736)
H (-1.8325, -2.6958, 1.6573)

Calculated values
- SMILES string: [NH3+]CC[C@H](I)[C@H]([NH3+])I
- Charge: +2
- HOMO-LUMO gap: 9.47 eV

No. 6
A structure of composition C29H29CeF3N6O3S5 at a distorted geometry, computed with ωB97M-V/def2-TZVPD.

Positions of all 76 atoms, in Å:
Ce (0.8259, 0.3862, 0.9646)
C (-0.3568, 4.5816, 1.3245)
C (-0.8703, 3.7924, 2.5225)
S (-1.6209, 2.2041, 2.1728)
C (-3.0053, 2.5612, 1.0952)
C (-2.7291, 2.8059, -0.3935)
S (-1.5625, 1.6565, -1.1336)
C (-0.5147, 2.7430, -2.1094)
C (0.0960, 3.9435, -1.3897)
S (0.7714, 3.6555, 0.2623)
H (0.1648, 5.4632, 1.6980)
H (-1.1847, 4.9417, 0.7174)
H (-1.5802, 4.3988, 3.0871)
H (-0.0530, 3.5510, 3.2045)
H (-3.5406, 3.4162, 1.5143)
H (-3.6616, 1.6988, 1.2152)
H (-2.3657, 3.8176, -0.5530)
H (-3.6762, 2.7248, -0.9289)
H (-1.0508, 3.0975, -2.9917)
H (0.2763, 2.0824, -2.4592)
H (-0.6093, 4.7684, -1.2952)
H (0.9129, 4.3200, -2.0054)
N (-1.6526, -3.4660, -1.0698)
C (-3.0558, -3.3121, -1.1924)
C (-3.7936, -4.2501, -1.8897)
C (-5.1679, -4.0972, -2.0114)
C (-5.7965, -2.9958, -1.4517)
C (-5.0463, -2.0497, -0.7631)
C (-3.6776, -2.2149, -0.6178)
S (-2.7599, -1.0728, 0.3485)
N (-1.1436, -1.3676, -0.1345)
C (-0.8123, -2.4648, -0.6919)
C (0.6496, -2.7141, -0.9478)
C (1.0886, -3.5405, -1.9635)
C (2.4551, -3.7365, -2.1249)
C (3.3274, -3.1066, -1.2622)
C (2.7995, -2.2739, -0.2879)
N (1.4900, -2.0730, -0.1330)
H (-1.2448, -4.2934, -1.4657)
H (-3.2947, -5.1044, -2.3348)
H (-5.7416, -4.8391, -2.5505)
H (-6.8662, -2.8683, -1.5498)
H (-5.5372, -1.1869, -0.3253)
H (0.3899, -3.9967, -2.6523)
H (2.8251, -4.3686, -2.9219)
H (4.3985, -3.2296, -1.3442)
H (3.4551, -1.7337, 0.3816)
N (5.3957, 1.3635, -5.5094)
C (4.7106, 1.2821, -4.5898)
C (3.8393, 1.1743, -3.4333)
C (4.0326, 1.9982, -2.3309)
C (3.1887, 1.8749, -1.2299)
C (2.1446, 0.9454, -1.1742)
C (1.9974, 0.1366, -2.3093)
C (2.8074, 0.2382, -3.4302)
H (4.8375, 2.7226, -2.3381)
H (3.3759, 2.5450, -0.3960)
H (1.1980, -0.6026, -2.3547)
H (2.6507, -0.3965, -4.2942)
N (-0.3579, -2.9232, 4.1175)
C (-1.2849, -2.0054, 4.5614)
C (-1.2656, -1.0048, 3.6516)
N (-0.3493, -1.2942, 2.6451)
C (0.1739, -2.4556, 2.9770)
H (-0.0996, -3.7804, 4.5746)
H (-1.8524, -2.1456, 5.4647)
H (-1.8428, -0.0971, 3.6579)
H (0.9338, -2.9851, 2.4245)
F (3.5901, 2.5065, 4.2941)
C (3.6047, 1.7815, 3.1908)
F (4.7970, 1.2608, 2.9781)
F (3.2504, 2.5430, 2.1521)
S (2.3561, 0.4482, 3.3479)
O (1.0978, 1.2006, 3.1141)
O (2.4974, -0.2344, 4.5768)
O (2.6190, -0.3507, 2.0995)

Calculated values
- Charge: +1
- HOMO-LUMO gap (alpha / beta): 7.46 / 7.46 eV
- Spin multiplicity: 2

What relative energy (zero: lowest compared OMol25 entry of this formula, charge and spin) values result from the calculations? In sequence: 4.383 6.484 0.000 0.185 0.278 0.000 eV.